# 1
{"formula": "C27H21GdN7O3S4", "method": "ωB97M-V with the def2-TZVPD basis set", "elements": ["Gd", "O", "N", "O", "C", "C", "C", "C", "C", "C", "N", "C", "C", "N", "C", "C", "C", "C", "H", "H", "H", "H", "H", "H", "H", "S", "C", "C", "C", "C", "C", "C", "S", "H", "H", "H", "H", "N", "N", "C", "N", "S", "H", "H", "H", "H", "H", "S", "C", "N", "C", "C", "C", "C", "C", "C", "H", "H", "H", "H", "H", "O", "C"], "positions_angstrom": [[-0.2815, -0.0416, 0.3974], [4.1714, 4.9981, -2.9653], [3.9737, 5.1557, -1.7104], [4.4847, 6.1125, -1.0565], [3.1488, 4.2458, -0.9797], [3.0418, 4.5435, 0.3847], [2.2908, 3.7342, 1.2137], [2.2065, 3.9409, 2.6370], [1.5988, 2.9844, 3.4120], [0.9430, 1.8934, 2.8116], [0.8813, 1.7342, 1.4596], [1.6356, 2.5742, 0.6637], [1.7545, 2.2808, -0.7105], [1.1032, 1.1554, -1.1812], [1.2276, 0.8313, -2.4949], [1.9775, 1.6085, -3.3694], [2.6566, 2.7272, -2.9311], [2.5608, 3.1146, -1.5716], [3.5744, 5.4096, 0.7675], [2.5088, 4.8755, 3.0968], [1.5253, 3.1046, 4.4933], [0.4182, 1.1732, 3.4479], [0.6614, -0.0214, -2.8993], [2.0557, 1.3179, -4.4241], [3.2243, 3.3501, -3.6220], [-0.7917, -2.0532, 2.3016], [0.4825, -3.2290, 2.4159], [0.2130, -4.5063, 2.9389], [1.2141, -5.4552, 3.0975], [2.5931, -5.1021, 2.8588], [2.8977, -3.8279, 2.3678], [1.8646, -2.9232, 2.0723], [2.2549, -1.4499, 1.2773], [-0.8008, -4.7473, 3.2707], [0.9648, -6.4812, 3.4492], [3.3964, -5.8207, 3.0751], [3.9348, -3.5150, 2.1719], [-2.2538, 1.3819, 2.9470], [-3.1700, 0.4327, 2.5685], [-3.6009, 0.4095, 1.2829], [-4.6615, -0.3761, 0.9898], [-2.8024, 1.4225, 0.1794], [-2.3096, 1.5398, 3.9696], [-2.4035, 2.2227, 2.3963], [-3.4476, -0.2791, 3.2404], [-5.1159, -0.9128, 1.7392], [-4.9518, -0.5266, 0.0396], [-2.7986, -4.0289, -1.8908], [-2.0604, -2.9500, -0.7395], [-1.8589, -1.6974, -1.1162], [-2.4074, -1.4643, -2.3862], [-2.4430, -0.2655, -3.1231], [-3.0587, -0.2580, -4.3695], [-3.6605, -1.4233, -4.8778], [-3.6355, -2.6204, -4.1790], [-2.9864, -2.6502, -2.9293], [-1.7389, -3.3069, 0.2436], [-2.0209, 0.6377, -2.6510], [-3.0623, 0.6387, -4.9560], [-4.2252, -1.4065, -5.8174], [-4.0804, -3.5295, -4.5682], [1.8352, -2.8297, -1.2730], [1.3528, -1.8521, -0.8856]], "lowdin_spin": [6.772, 0.000, 0.000, 0.000, 0.000, 0.000, 0.000, 0.001, 0.000, 0.001, -0.012, 0.000, -0.001, -0.013, 0.000, 0.000, 0.001, 0.000, 0.000, 0.000, 0.000, 0.000, 0.000, 0.000, 0.000, 0.048, 0.033, -0.002, 0.025, -0.004, 0.014, 0.016, 0.121, -0.001, 0.001, -0.001, 0.000, -0.002, 0.001, -0.002, -0.001, -0.006, 0.000, 0.000, 0.000, 0.000, 0.000, -0.001, 0.000, -0.010, 0.000, 0.000, 0.000, 0.000, 0.000, 0.000, 0.001, 0.000, 0.000, 0.000, 0.000, 0.010, 0.007], "multiplicity": 8, "e_lumo_ev": [-4.4659, -4.5850], "relative_energy_ev": 0.000, "largest_force_ev_per_a": 4.48, "charge": 1}

***

# 2
{"formula": "C33H43DyFN7O4P2", "method": "ωB97M-V with the def2-TZVPD basis set", "elements": ["Dy", "C", "C", "N", "C", "C", "C", "O", "O", "C", "O", "C", "C", "C", "F", "C", "C", "C", "N", "C", "C", "N", "C", "C", "H", "H", "H", "H", "H", "H", "H", "H", "H", "H", "H", "H", "H", "H", "H", "H", "H", "H", "C", "C", "C", "C", "C", "C", "N", "N", "C", "C", "C", "C", "C", "N", "H", "H", "H", "H", "H", "H", "H", "H", "H", "C", "P", "C", "C", "C", "P", "C", "C", "H", "H", "H", "H", "H", "H", "H", "H", "H", "H", "H", "H", "H", "H", "H", "H", "O", "N"], "positions_angstrom": [[1.7338, 1.0248, -0.4867], [-4.7834, 2.4329, 3.5692], [-3.8971, 1.2607, 3.9774], [-2.9326, 0.9210, 2.9122], [-1.6909, 1.3801, 3.0112], [-0.7285, 1.2674, 2.0311], [0.6464, 1.7865, 2.3634], [0.8435, 2.3940, 3.3801], [1.6048, 1.4919, 1.4930], [-1.0827, 0.6752, 0.7975], [-0.3013, 0.6344, -0.2402], [-2.3967, 0.0980, 0.7257], [-2.7963, -0.6200, -0.4119], [-4.0368, -1.1681, -0.5037], [-4.2949, -1.8266, -1.6492], [-5.0189, -1.0438, 0.5262], [-4.5953, -0.3351, 1.6527], [-3.3230, 0.2278, 1.7777], [-6.2974, -1.5577, 0.4520], [-7.3495, -1.2008, 1.3952], [-8.0164, -2.4437, 1.9823], [-8.5819, -3.2811, 0.8786], [-7.5149, -3.6131, -0.1192], [-6.8862, -2.3255, -0.6451], [-5.4955, 2.6539, 4.3625], [-5.3403, 2.2215, 2.6559], [-4.1803, 3.3254, 3.4012], [-4.4849, 0.3772, 4.2183], [-3.3327, 1.5171, 4.8704], [-1.4226, 1.8844, 3.9321], [-2.1042, -0.7391, -1.2333], [-5.2799, -0.2026, 2.4732], [-8.1040, -0.5950, 0.8776], [-6.9809, -0.6025, 2.2196], [-8.8147, -2.1598, 2.6661], [-7.2899, -3.0518, 2.5190], [-9.3321, -2.7669, 0.4086], [-9.0039, -4.1327, 1.2550], [-7.9472, -4.1869, -0.9373], [-6.7694, -4.2275, 0.3831], [-7.6579, -1.7179, -1.1350], [-6.1744, -2.6029, -1.4047], [3.1895, -4.2942, 0.8186], [2.8189, -3.0926, 1.4137], [2.3856, -2.0445, 0.6260], [2.3147, -2.1886, -0.7664], [2.6639, -3.4018, -1.3590], [3.1004, -4.4446, -0.5599], [1.8501, -1.0752, -1.4711], [1.5982, -1.1400, -2.7251], [1.0703, -0.0430, -3.3794], [0.5632, -0.2408, -4.6632], [-0.0212, 0.8231, -5.3235], [-0.0893, 2.0584, -4.6865], [0.4583, 2.1799, -3.4254], [1.0480, 1.1652, -2.7754], [3.5374, -5.1112, 1.4354], [2.8543, -2.9892, 2.4904], [2.0425, -1.1101, 1.0744], [2.5944, -3.5051, -2.4341], [3.3675, -5.3888, -1.0148], [0.6323, -1.2253, -5.1050], [-0.4232, 0.6935, -6.3192], [-0.5505, 2.9138, -5.1579], [0.4461, 3.1341, -2.9101], [4.9447, 0.6738, 2.0341], [5.5578, 1.8571, 0.8436], [4.9865, 3.5082, 1.2626], [7.3455, 1.7631, 0.5408], [7.6316, 2.0574, -0.9488], [6.1748, 1.6297, -1.9579], [5.5660, 2.9657, -2.9834], [6.3822, 0.1170, -2.8946], [5.4085, 0.8439, 3.0086], [5.1543, -0.3415, 1.6976], [3.8701, 0.8323, 2.1404], [5.7553, 4.0002, 1.8626], [4.0723, 3.4370, 1.8549], [4.7970, 4.1053, 0.3704], [7.6927, 0.7691, 0.8253], [7.8689, 2.4770, 1.1778], [8.4967, 1.4926, -1.2965], [7.8523, 3.1143, -1.1073], [6.2554, 3.1687, -3.8048], [5.4338, 3.8697, -2.3887], [4.6031, 2.6572, -3.3921], [7.2790, 0.1897, -3.5143], [5.5211, -0.0449, -3.5437], [6.4826, -0.7236, -2.2084], [3.7394, 1.4141, -1.0709], [5.0879, 1.3208, -0.6916]], "lowdin_spin": [5.032, 0.000, 0.000, 0.000, 0.000, 0.000, 0.001, -0.002, -0.007, 0.000, -0.007, -0.001, 0.000, 0.000, 0.000, 0.000, 0.000, 0.000, 0.000, 0.000, 0.000, 0.000, 0.000, 0.000, 0.000, 0.000, 0.000, 0.000, 0.000, 0.000, 0.000, 0.000, 0.000, 0.000, 0.000, 0.000, 0.000, 0.000, 0.000, 0.000, 0.000, 0.000, 0.000, 0.000, 0.002, -0.001, -0.001, 0.000, -0.018, -0.001, 0.000, 0.000, 0.000, 0.000, 0.001, 0.000, 0.000, 0.000, 0.001, 0.000, 0.000, 0.000, 0.000, 0.000, 0.000, 0.000, 0.000, 0.000, 0.000, 0.000, 0.000, 0.000, 0.000, 0.000, 0.000, 0.000, 0.000, 0.000, 0.000, 0.000, 0.000, 0.000, 0.000, 0.000, 0.000, 0.000, 0.000, 0.000, 0.000, -0.002, 0.001], "multiplicity": 6, "e_lumo_ev": [-10.3912, -10.3951], "relative_energy_ev": 2.125, "largest_force_ev_per_a": 3.09, "charge": 4}

***

# 3
{"formula": "C2H3CrO2", "method": "ωB97M-V with the def2-TZVPD basis set", "elements": ["O", "Cr", "O", "C", "C", "H", "H", "H"], "positions_angstrom": [[-0.5967, 1.9742, 1.2847], [-0.2327, 0.1002, 1.1183], [0.6776, 1.8326, 0.6017], [0.2492, -1.0686, -0.9822], [-0.6672, -1.6636, -0.4349], [1.2643, -0.8315, -1.2791], [0.5641, 2.0790, -0.3741], [-1.2585, -2.4223, 0.0656]], "nbo_charge": [-0.442, 1.381, -0.509, -0.226, -0.317, 0.299, 0.508, 0.305], "multiplicity": 5, "e_lumo_ev": [-5.8601, -5.4434], "relative_energy_ev": 3.611, "largest_force_ev_per_a": 1.69, "charge": 1}

***

# 4
{"formula": "C11H19I2N2OP", "method": "ωB97M-V with the def2-TZVPD basis set", "elements": ["C", "C", "O", "N", "C", "P", "C", "I", "C", "C", "I", "H", "H", "H", "H", "H", "H", "H", "H", "H", "H", "H", "H", "H", "H", "C", "C", "C", "N", "C", "C", "H", "H", "H", "H", "H"], "positions_angstrom": [[4.6564, -2.2118, -0.9881], [4.2046, -1.1388, -1.9607], [4.8507, -0.9374, -2.9806], [3.0228, -0.3749, -1.6822], [3.1916, 0.3888, -0.4429], [1.5019, -1.3346, -1.7309], [-0.2219, -2.2876, -1.7247], [-0.6405, -3.0086, -3.7082], [-1.3549, -1.4545, -1.1595], [-2.7234, -2.1146, -1.1490], [-0.8243, -1.1112, 0.9277], [4.0729, -2.2127, -0.0719], [5.6950, -2.0520, -0.7276], [4.5415, -3.1830, -1.4562], [3.8562, -0.0946, 0.2751], [3.6297, 1.3593, -0.6607], [2.2450, 0.5625, 0.0629], [1.9879, -2.3294, -0.8454], [1.6270, -1.4981, -3.1168], [0.8334, -0.1669, -1.3114], [-0.1276, -3.1702, -1.0983], [-1.4079, -0.4825, -1.6405], [-3.4995, -1.3927, -0.9125], [-2.7722, -2.8796, -0.3805], [-2.9507, -2.5729, -2.1039], [-3.6711, 3.1841, 3.7813], [-3.0746, 2.0514, 3.2523], [-2.3411, 2.1767, 2.0818], [-2.1799, 3.3294, 1.4331], [-2.7607, 4.4077, 1.9537], [-3.5117, 4.3903, 3.1195], [-4.2510, 3.1281, 4.6936], [-3.1745, 1.0882, 3.7347], [-1.8559, 1.3113, 1.6359], [-2.6143, 5.3314, 1.4044], [-3.9591, 5.2995, 3.4966]], "nbo_charge": [-0.743, 0.702, -0.526, -0.809, -0.428, 0.950, -0.676, 0.080, -0.292, -0.650, 0.056, 0.210, 0.249, 0.246, 0.183, 0.210, 0.205, -0.042, 0.007, -0.026, 0.215, 0.221, 0.224, 0.217, 0.232, -0.169, -0.263, 0.026, -0.420, 0.034, -0.262, 0.216, 0.219, 0.196, 0.192, 0.219], "e_lumo_ev": -0.0592, "relative_energy_ev": 0.218, "smiles": "CC(=O)N(C)[PH3][C@H](I)[C@@H](C)I.c1ccncc1", "largest_force_ev_per_a": 2.00}

***

# 5
{"formula": "C4H12N3OPS", "method": "ωB97M-V with the def2-TZVPD basis set", "elements": ["C", "C", "C", "C", "N", "N", "N", "O", "P", "S", "H", "H", "H", "H", "H", "H", "H", "H", "H", "H", "H", "H"], "positions_angstrom": [[-2.8508, 0.5976, 0.2697], [-2.9299, -0.8201, -0.3518], [-2.2827, -0.5545, 0.8691], [0.5730, 2.2085, 0.4194], [3.2903, -0.1149, -0.1214], [1.8324, -2.3101, -0.6919], [0.7337, -0.0738, -1.2410], [1.3809, -0.7058, 1.4006], [1.7174, -0.7350, -0.0611], [0.2080, 1.4336, -1.1340], [-2.4553, 1.5096, -0.1989], [-3.9167, 0.8300, 0.6692], [-3.8827, -1.4294, -0.2672], [-2.3788, -1.0368, -1.3417], [-1.5227, -0.8685, 1.5617], [-0.0116, 3.1593, 0.3455], [1.6734, 2.4355, 0.5751], [0.2300, 1.6309, 1.3490], [3.7741, 0.0666, 0.6742], [3.5791, 0.2832, -1.0274], [1.9007, -2.5780, -1.6409], [1.3382, -2.9279, -0.0561]], "nbo_charge": [-0.487, -0.467, -0.128, -0.871, -1.202, -1.205, -1.053, -1.110, 2.277, 0.769, 0.218, 0.208, 0.214, 0.218, 0.225, 0.242, 0.252, 0.284, 0.408, 0.395, 0.405, 0.407], "e_lumo_ev": [-1.4299, 0.4960], "relative_energy_ev": 3.220, "largest_force_ev_per_a": 5.63}

***

# 6
{"formula": "C24H43Cl2N4O4SeSiTm", "method": "ωB97M-V with the def2-TZVPD basis set", "elements": ["C", "C", "H", "H", "H", "C", "C", "H", "H", "H", "H", "Tm", "Cl", "C", "O", "N", "C", "C", "H", "H", "H", "H", "H", "H", "H", "H", "H", "C", "C", "N", "H", "C", "O", "H", "H", "H", "H", "H", "H", "C", "C", "N", "H", "C", "O", "H", "H", "H", "H", "O", "C", "C", "C", "H", "C", "H", "C", "H", "C", "C", "H", "H", "H", "Si", "Cl", "C", "C", "C", "H", "H", "H", "H", "H", "H", "H", "H", "H", "Se", "C", "N"], "positions_angstrom": [[3.5244, 3.8939, -2.2899], [2.2587, 3.1094, -2.5024], [4.3980, 3.4048, -2.7303], [3.7707, 4.2423, -1.2654], [3.2763, 4.7820, -2.9104], [1.6264, 3.2310, -3.7000], [2.1440, 3.8549, -4.9724], [0.6092, 2.8718, -3.8257], [2.7252, 3.0896, -5.5104], [2.7736, 4.7402, -4.8736], [1.3298, 4.1549, -5.6705], [-0.9709, -1.4083, 2.0368], [-0.8202, 0.0897, 4.1067], [-3.4705, 0.3183, 1.4010], [-2.8980, -0.7526, 1.0132], [-4.5918, 0.6492, 0.7820], [-5.0077, -0.1488, -0.3775], [-5.4388, 1.7074, 1.2779], [-3.0836, 0.9473, 2.2381], [-4.4198, -1.0719, -0.4662], [-4.8599, 0.4432, -1.2931], [-6.0686, -0.3997, -0.2619], [-5.0581, 2.0171, 2.2543], [-6.4630, 1.3253, 1.3757], [-5.4209, 2.5653, 0.5954], [-1.8920, -4.7442, 4.2205], [-0.5466, -3.8457, 6.6343], [-0.8773, -5.1129, 4.0160], [0.2885, -4.3451, 6.1137], [0.1199, -4.2626, 4.6657], [-0.6686, -5.0861, 2.9387], [0.7718, -3.3155, 3.9838], [0.4433, -2.8608, 2.8592], [1.2291, -3.8758, 6.4163], [1.6580, -2.9146, 4.4865], [-0.7582, -6.1250, 4.4030], [0.3142, -5.4001, 6.3991], [1.7983, -1.4963, -2.2452], [-0.1392, -0.5648, -4.0800], [1.1051, -2.3314, -2.4028], [-0.7608, -1.3987, -3.7108], [-0.2667, -1.8404, -2.4029], [1.2720, -3.0798, -1.6145], [-0.9854, -1.7794, -1.2678], [-0.6323, -2.2692, -0.1636], [-1.8044, -1.0745, -3.6558], [-1.9351, -1.2220, -1.3344], [1.3118, -2.7539, -3.3875], [-0.6657, -2.2260, -4.4383], [2.2388, 1.1329, -0.8539], [1.6960, 2.4958, -1.2121], [-0.5044, 1.6645, -2.2122], [0.1812, 2.4178, -1.2692], [0.1018, 1.0310, -2.8628], [-1.8827, 1.8300, -2.3722], [1.9064, 3.1757, -0.3603], [-0.5159, 3.3209, -0.4625], [-2.4139, 1.2960, -3.1799], [-2.5621, 2.7369, -1.5524], [-1.8896, 3.4656, -0.5649], [0.0613, 3.8793, 0.2602], [-3.6355, 2.8550, -1.6977], [-2.4029, 4.1739, 0.0979], [3.4579, 0.3088, -0.3228], [-0.7249, 0.7074, 1.1085], [3.0202, -1.5461, -0.0089], [3.4503, 0.4811, 1.5513], [4.9227, 0.5103, -1.3546], [2.0900, -1.7548, 0.5667], [3.8599, -1.7906, 0.6565], [3.1174, -2.2306, -0.8719], [4.6650, 0.1802, -2.3616], [5.7761, -0.0609, -0.9710], [5.1360, 1.5752, -1.3450], [2.4709, 0.3646, 2.0773], [3.9583, 1.4243, 1.7944], [4.1032, -0.3688, 1.7945], [-2.8634, -2.3879, 6.5793], [-2.6155, -2.3101, 4.8360], [-2.4469, -2.3089, 3.6482]], "lowdin_spin": [0.000, 0.000, 0.000, 0.000, 0.000, 0.000, 0.000, 0.000, 0.000, 0.000, 0.000, 2.008, -0.001, 0.000, -0.002, 0.000, 0.000, 0.000, 0.000, 0.000, 0.000, 0.000, 0.000, 0.000, 0.000, 0.000, 0.000, 0.000, 0.000, 0.000, 0.000, 0.000, -0.002, 0.000, 0.000, 0.000, 0.000, 0.000, 0.000, 0.000, 0.000, 0.000, 0.000, 0.000, -0.001, 0.000, 0.000, 0.000, 0.000, 0.000, 0.000, 0.000, 0.000, 0.000, 0.000, 0.000, 0.000, 0.000, 0.000, 0.000, 0.000, 0.000, 0.000, 0.000, 0.001, 0.000, 0.000, 0.000, 0.000, 0.000, 0.000, 0.000, 0.000, 0.000, 0.000, 0.000, 0.000, 0.000, 0.000, -0.002], "multiplicity": 3, "e_lumo_ev": [0.2285, 0.2286], "largest_force_ev_per_a": 5.21}